No. 1
The following is a quantum chemistry calculation of a 15-piece molecular cluster, C18H51N15O32 overall, from the OMol25 dataset.

The geometry in ORCA input format:
```
! wB97M-V def2-TZVPD RIJCOSX def2/J DEFGRID3
* xyz 0 1
O -0.303 -2.570 -0.897
C -0.126 -1.565 -1.595
N -0.717 -0.299 -1.177
C 0.156 0.298 -0.089
C 1.391 1.031 -0.803
C 2.817 0.715 -0.170
O 3.832 1.177 -1.138
O 0.600 -1.566 -2.832
O 1.599 -2.513 -2.696
H -0.815 0.365 -1.954
H 0.443 -0.491 0.673
H -0.492 1.085 0.427
H 1.415 0.742 -1.917
H 1.172 2.159 -0.769
H 3.021 1.311 0.791
H 3.031 -0.394 -0.011
H 3.665 0.664 -1.961
H 2.432 -1.984 -2.764
C 1.254 2.448 4.022
N 2.011 1.906 2.864
O 2.434 0.769 2.951
O 2.153 2.644 1.902
H 1.208 1.686 4.798
H 1.786 3.329 4.378
H 0.255 2.704 3.671
C -3.791 3.313 1.464
N -2.326 3.064 1.456
O -1.872 2.406 0.532
O -1.679 3.535 2.375
H -4.232 2.838 0.592
H -4.191 2.884 2.382
H -3.939 4.386 1.433
C 4.765 3.678 -2.308
N 4.173 4.925 -2.858
O 4.375 5.961 -2.249
O 3.521 4.820 -3.886
H 5.311 3.919 -1.399
H 3.946 2.991 -2.094
H 5.435 3.271 -3.065
C 2.600 -3.267 3.887
N 2.416 -2.409 5.087
O 1.326 -2.435 5.639
O 3.370 -1.737 5.436
H 1.673 -3.805 3.695
H 2.848 -2.616 3.052
H 3.411 -3.961 4.101
C -1.171 5.348 -1.792
N -2.475 4.639 -1.720
O -2.819 3.998 -2.695
O -3.106 4.751 -0.683
H -0.723 5.160 -2.766
H -1.368 6.411 -1.656
H -0.541 4.958 -0.994
C 4.999 5.671 -6.484
N 5.751 5.130 -7.646
O 6.178 3.991 -7.557
O 5.885 5.866 -8.607
H 4.959 4.911 -5.708
H 5.530 6.554 -6.131
H 3.998 5.923 -6.828
C -1.354 -4.744 6.083
N -0.603 -5.279 4.919
O -0.174 -6.417 5.002
O -0.472 -4.537 3.963
H -1.393 -5.508 6.857
H -0.823 -3.861 6.437
H -2.356 -4.491 5.740
C -3.514 -2.305 -0.274
N -4.338 -1.351 0.513
O -5.553 -1.462 0.443
O -3.741 -0.523 1.174
H -4.177 -2.981 -0.811
H -2.911 -1.723 -0.969
H -2.888 -2.855 0.427
C 6.624 -0.927 1.355
N 5.323 -1.641 1.407
O 4.993 -2.280 0.423
O 4.678 -1.535 2.434
H 7.085 -1.110 0.387
H 6.422 0.134 1.492
H 7.245 -1.319 2.159
C -7.363 -4.084 0.363
N -8.666 -4.791 0.461
O -9.034 -5.429 -0.511
O -9.273 -4.682 1.510
H -6.937 -4.269 -0.621
H -7.553 -3.022 0.506
H -6.715 -4.478 1.144
C 7.465 0.120 -6.679
N 7.278 0.981 -5.483
O 6.189 0.951 -4.936
O 8.231 1.654 -5.137
H 6.539 -0.419 -6.870
H 7.712 0.771 -7.517
H 8.277 -0.572 -6.463
C -7.211 6.745 0.569
N -6.242 6.058 1.461
O -6.027 4.876 1.252
O -5.732 6.728 2.339
H -7.583 6.029 -0.161
H -8.023 7.118 1.192
H -6.683 7.560 0.076
C -11.917 -6.237 -2.075
N -12.140 -5.184 -3.099
O -12.504 -5.545 -4.205
O -11.943 -4.033 -2.757
H -12.130 -7.208 -2.518
H -10.875 -6.176 -1.762
H -12.591 -6.036 -1.244
C 5.570 -5.832 5.455
N 6.204 -5.382 4.188
O 7.371 -5.679 4.009
O 5.505 -4.746 3.419
H 6.305 -6.382 6.038
H 5.240 -4.942 5.990
H 4.728 -6.470 5.192
*
```

The LUMO energy is -0.0081 hartree. For the HOMO-LUMO gap, the calculation gives 0.34926 Eh. As for the HOMO energy: -9.7 eV.



No. 2
The following is a quantum chemistry calculation of a 6-piece molecular cluster, C18H51N3O6 overall, from the OMol25 dataset.

The geometry in ORCA input format:
```
! wB97M-V def2-TZVPD RIJCOSX def2/J DEFGRID3
* xyz -1 2
C 0.404 -11.568 -16.301
C -0.369 -12.519 -15.472
C -1.727 -12.852 -16.165
O -2.522 -11.663 -16.065
C -3.890 -11.879 -16.231
N 0.383 -13.767 -15.436
H 1.428 -11.494 -15.937
H -0.190 -10.660 -16.404
H 0.435 -11.945 -17.323
H -0.568 -12.109 -14.481
H -2.095 -13.640 -15.508
H -1.655 -13.348 -17.134
H -4.191 -12.857 -15.856
H -4.130 -12.023 -17.284
H -4.436 -10.984 -15.930
H 1.250 -13.645 -14.931
H -0.129 -14.372 -14.810
C 8.918 -16.739 -19.091
C 7.786 -16.634 -18.119
C 8.120 -15.657 -16.986
O 7.271 -15.914 -15.864
C 7.931 -15.454 -14.622
N 6.541 -16.340 -18.825
H 9.763 -17.206 -18.585
H 9.223 -15.780 -19.511
H 8.702 -17.304 -19.998
H 7.673 -17.581 -17.590
H 7.874 -14.648 -17.316
H 9.188 -15.637 -16.768
H 7.787 -14.374 -14.586
H 9.000 -15.640 -14.517
H 7.477 -15.931 -13.753
H 5.889 -16.177 -18.072
H 6.600 -15.477 -19.346
C 0.087 -17.538 -9.188
C 1.532 -17.290 -8.731
C 2.412 -16.593 -9.796
O 2.396 -17.330 -11.012
C 3.221 -16.807 -12.068
N 1.479 -16.489 -7.520
H -0.066 -18.421 -9.808
H -0.345 -16.709 -9.748
H -0.575 -17.682 -8.334
H 2.059 -18.229 -8.560
H 3.463 -16.649 -9.510
H 2.077 -15.556 -9.839
H 4.275 -16.914 -11.811
H 3.010 -15.812 -12.458
H 3.077 -17.581 -12.822
H 0.977 -17.026 -6.829
H 1.017 -15.596 -7.619
C 1.612 -17.319 -16.797
C 1.822 -16.180 -17.858
O 0.629 -15.374 -17.912
H 0.772 -17.928 -17.129
H 1.479 -16.880 -15.809
H 2.452 -18.014 -16.782
H 2.072 -16.633 -18.817
H 2.688 -15.563 -17.617
H 0.572 -14.917 -17.070
C 7.043 -11.461 -13.982
C 6.161 -11.236 -12.809
O 4.855 -11.787 -13.027
H 8.026 -11.011 -13.849
H 6.622 -10.921 -14.830
H 7.265 -12.497 -14.236
H 6.058 -10.175 -12.581
H 6.571 -11.691 -11.907
H 4.414 -11.580 -12.200
C 4.212 -13.667 -16.333
C 3.996 -14.389 -15.013
O 3.058 -13.748 -14.238
H 4.902 -14.149 -17.024
H 4.554 -12.633 -16.277
H 3.311 -13.709 -16.946
H 4.951 -14.391 -14.488
H 3.868 -15.469 -15.086
H 3.504 -13.008 -13.821
*
```

The value obtained for the energy relative to the best compared isomer or geometry (same formula, charge and spin) is 0.000 eV. The expectation value of S² is 0.75. The LUMO energy (alpha / beta) is 0.0982 / 0.0966 hartree. For the HOMO-LUMO gap (alpha / beta), the calculation gives 0.07682 / 0.36076 Eh. As for the HOMO energy (alpha / beta): 0.6 / -7.2 eV.



No. 3
The following is a quantum chemistry calculation of a 7-piece molecular cluster, C18H51N4O12 overall, from the OMol25 dataset.

The geometry in ORCA input format:
```
! wB97M-V def2-TZVPD RIJCOSX def2/J DEFGRID3
* xyz -1 1
N -1.332 -0.243 -0.070
O -0.684 0.795 -0.400
O -2.201 -0.710 -0.827
O -1.049 -0.823 1.006
C -3.348 2.853 -0.737
C -2.019 3.583 -0.519
O -0.971 3.300 -1.427
O -4.182 3.409 -1.743
H -3.788 2.824 0.271
H -3.173 1.798 -0.980
H -1.677 3.361 0.493
H -2.198 4.651 -0.657
H -0.587 2.435 -1.170
H -4.781 2.699 -1.988
C 3.876 -0.078 -0.748
C 2.685 -1.019 -0.973
O 2.798 -1.547 -2.295
O 3.824 0.503 0.552
H 3.909 0.728 -1.487
H 4.817 -0.623 -0.801
H 1.767 -0.433 -0.853
H 2.559 -1.810 -0.238
H 2.616 -0.833 -2.908
H 2.964 0.988 0.648
C -3.301 -3.499 -1.264
C -3.671 -3.299 -2.742
O -3.345 -4.504 -3.461
O -1.903 -3.646 -1.112
H -3.721 -4.470 -0.990
H -3.685 -2.668 -0.674
H -3.171 -2.443 -3.208
H -4.749 -3.128 -2.829
H -2.567 -4.828 -2.983
H -1.551 -2.798 -0.808
C -0.344 2.387 3.086
C 1.026 2.667 2.420
C 2.076 2.811 3.515
O 1.902 3.945 4.339
C 2.644 3.811 5.513
N 1.387 1.493 1.572
H -1.054 2.383 2.255
H -0.609 3.229 3.732
H -0.371 1.444 3.625
H 0.898 3.504 1.732
H 3.027 2.870 2.959
H 2.205 1.853 4.031
H 3.730 3.764 5.327
H 2.476 2.864 6.048
H 2.416 4.631 6.193
H 1.143 0.669 2.111
H 0.639 1.568 0.869
C 0.698 -3.810 2.214
C 0.137 -3.333 3.560
C 0.817 -3.815 4.807
O 0.782 -5.236 4.931
C 1.473 -5.768 6.044
N 0.234 -1.851 3.576
H 0.229 -3.367 1.337
H 0.584 -4.886 2.013
H 1.787 -3.702 2.162
H -0.919 -3.610 3.629
H 0.156 -3.510 5.629
H 1.843 -3.435 4.862
H 0.985 -5.346 6.935
H 2.539 -5.533 5.997
H 1.273 -6.837 5.998
H 1.011 -1.587 2.983
H -0.613 -1.565 3.096
C -2.124 1.458 -4.088
C -1.077 2.286 -4.807
C 0.128 1.459 -5.278
O 1.166 2.321 -5.662
C 2.213 1.656 -6.342
N -1.725 2.920 -5.964
H -2.801 2.090 -3.512
H -1.736 0.758 -3.341
H -2.744 0.856 -4.757
H -0.690 3.074 -4.160
H -0.177 0.800 -6.111
H 0.488 0.719 -4.546
H 2.975 2.413 -6.491
H 1.918 1.184 -7.287
H 2.537 0.813 -5.717
H -1.612 2.310 -6.781
H -1.108 3.653 -6.328
*
```

The value obtained for the energy relative to the best compared isomer or geometry (same formula, charge and spin) is 0.685 eV. The LUMO energy is 0.0960 hartree. For the HOMO-LUMO gap, the calculation gives 0.34822 Eh. As for the HOMO energy: -6.9 eV.



No. 4
The following is a quantum chemistry calculation of a 7-piece molecular cluster, C18H51N4O12 overall, from the OMol25 dataset.

The geometry in ORCA input format:
```
! wB97M-V def2-TZVPD RIJCOSX def2/J DEFGRID3
* xyz 0 2
N -1.222 -0.589 0.093
O -1.033 0.041 -0.937
O -1.332 -1.806 -0.039
O -1.288 -0.036 1.186
C -4.209 -3.468 1.350
C -4.388 -2.786 0.009
O -3.522 -3.448 -0.945
O -3.013 -2.935 1.998
H -4.101 -4.542 1.200
H -5.087 -3.430 1.996
H -4.218 -1.714 0.112
H -5.420 -2.915 -0.317
H -2.705 -2.960 -0.824
H -2.269 -2.741 1.422
C -0.025 0.074 5.700
C -0.081 0.202 4.168
O -0.465 -1.043 3.603
O -1.316 -0.235 6.289
H 0.391 0.951 6.197
H 0.695 -0.715 5.915
H 0.923 0.327 3.764
H -0.781 0.979 3.861
H -0.763 -0.701 2.757
H -1.167 -0.286 7.236
C 0.093 -1.123 -4.033
C 0.791 -2.059 -5.068
O -0.097 -2.944 -5.668
O -0.200 -1.894 -2.846
H -0.795 -0.571 -4.340
H 0.806 -0.337 -3.786
H 1.605 -2.623 -4.611
H 1.173 -1.411 -5.857
H -0.257 -3.706 -5.107
H -0.488 -1.304 -2.145
C 2.592 1.972 -1.910
C 1.911 2.832 -0.906
C 2.279 4.322 -1.031
O 3.627 4.560 -0.680
C 4.076 5.922 -0.543
N 0.472 2.653 -1.171
H 2.289 0.925 -1.885
H 3.670 2.007 -1.753
H 2.387 2.284 -2.934
H 2.248 2.496 0.074
H 1.752 4.855 -0.239
H 1.958 4.806 -1.953
H 5.122 5.915 -0.237
H 3.456 6.485 0.154
H 3.912 6.445 -1.486
H 0.060 2.868 -0.275
H 0.076 1.724 -1.202
C 4.555 -5.540 -1.818
C 3.632 -4.954 -0.789
C 3.209 -3.437 -0.921
O 2.792 -2.973 0.378
C 1.492 -2.441 0.503
N 2.445 -5.781 -0.751
H 4.702 -6.584 -1.541
H 5.454 -4.926 -1.775
H 4.197 -5.561 -2.847
H 4.153 -5.015 0.167
H 2.514 -3.325 -1.753
H 4.083 -2.875 -1.250
H 0.814 -3.198 0.109
H 1.478 -1.504 -0.055
H 1.262 -2.173 1.534
H 1.763 -5.522 -1.450
H 1.950 -5.622 0.115
C -2.071 5.087 1.769
C -2.261 3.526 1.514
C -2.680 3.431 0.017
O -4.012 3.834 -0.119
C -4.957 2.861 0.328
N -1.001 2.853 1.749
H -2.097 5.185 2.854
H -3.000 5.552 1.440
H -1.224 5.613 1.326
H -3.042 3.167 2.184
H -2.571 2.400 -0.319
H -2.007 4.014 -0.612
H -5.951 3.138 -0.021
H -5.090 2.722 1.401
H -4.802 1.876 -0.112
H -1.134 1.854 1.680
H -0.721 2.996 2.709
*
```

The expectation value of S² is 0.75. The LUMO energy (alpha / beta) is -0.0012 / -0.2182 hartree. For the HOMO-LUMO gap (alpha / beta), the calculation gives 0.31461 / 0.09755 Eh. As for the HOMO energy (alpha / beta): -8.6 / -8.6 eV.



No. 5
The following is a quantum chemistry calculation of C18H51NO21SZn as an isolated structure, from the OMol25 dataset.

The geometry in ORCA input format:
```
! wB97M-V def2-TZVPD RIJCOSX def2/J DEFGRID3
* xyz -2 1
Zn 6.835 -0.083 -29.155
S 4.067 -0.706 -27.336
O 3.112 0.342 -27.705
O 3.427 -2.019 -27.535
O 5.242 -0.649 -28.203
O 4.442 -0.488 -25.922
O 8.519 0.606 -30.144
C 9.611 -0.212 -29.744
C 9.225 -1.387 -28.798
O 8.134 -1.206 -27.959
H 10.287 0.560 -29.345
H 10.164 -0.643 -30.594
H 10.156 -1.731 -28.323
H 8.870 -2.184 -29.482
C 5.484 -4.648 -27.530
C 6.528 -3.967 -28.424
O 7.805 -3.739 -27.835
O 4.258 -4.620 -28.226
H 5.341 -4.058 -26.618
H 5.685 -5.672 -27.208
H 6.197 -3.052 -28.925
H 6.715 -4.583 -29.316
H 7.973 -2.776 -27.810
H 3.965 -3.713 -28.073
C 3.943 1.977 -23.700
C 2.695 2.509 -24.411
O 1.797 1.555 -24.951
O 5.061 1.584 -24.512
H 3.736 1.137 -23.031
H 4.322 2.783 -23.065
H 2.946 3.278 -25.150
H 2.066 2.999 -23.660
H 2.300 1.058 -25.610
H 4.839 0.822 -25.127
C 2.435 -2.355 -24.246
C 1.950 -3.438 -23.266
O 3.097 -4.102 -22.700
O 3.446 -1.579 -23.680
H 1.580 -1.832 -24.685
H 2.917 -2.879 -25.080
H 1.330 -4.224 -23.697
H 1.424 -2.936 -22.446
H 2.871 -5.029 -22.606
H 3.829 -1.015 -24.387
C 1.237 2.611 -29.505
C 2.329 3.453 -28.901
O 3.574 2.796 -28.737
O 0.861 1.529 -28.644
H 1.698 2.128 -30.378
H 0.344 3.157 -29.807
H 2.113 3.922 -27.934
H 2.503 4.288 -29.591
H 3.352 1.960 -28.274
H 1.722 1.205 -28.314
C 7.725 3.321 -28.422
C 6.808 2.952 -27.263
O 6.676 1.535 -27.311
O 9.046 2.805 -28.428
H 7.729 4.416 -28.444
H 7.250 3.003 -29.356
H 5.894 3.542 -27.353
H 7.331 3.188 -26.332
H 6.372 1.204 -26.461
H 9.022 2.064 -29.067
C 0.095 -2.792 -27.914
C 0.556 -2.941 -29.386
O 1.421 -1.889 -29.748
O 1.125 -3.208 -27.008
H -0.823 -3.382 -27.849
H -0.074 -1.766 -27.577
H -0.288 -3.003 -30.078
H 1.092 -3.891 -29.505
H 2.124 -1.844 -29.083
H 2.021 -2.819 -27.161
C 4.692 0.410 -31.089
C 5.423 -0.791 -31.694
O 6.410 -1.350 -30.812
O 5.501 1.184 -30.207
H 3.728 0.169 -30.627
H 4.238 0.992 -31.903
H 5.926 -0.581 -32.643
H 4.736 -1.617 -31.904
H 6.700 -2.133 -31.286
H 4.914 1.820 -29.756
O 6.141 -3.080 -23.427
C 6.856 -2.987 -24.409
N 6.610 -2.183 -25.468
C 8.127 -3.772 -24.501
H 5.907 -1.433 -25.545
H 7.135 -2.349 -26.312
H 8.646 -3.726 -23.547
H 8.805 -3.391 -25.267
H 7.859 -4.774 -24.844
*
```

The value obtained for the energy relative to the best compared isomer or geometry (same formula, charge and spin) is 1.838 eV. The LUMO energy is 0.1464 hartree. For the HOMO-LUMO gap, the calculation gives 0.25542 Eh. As for the HOMO energy: -3.0 eV.



The records above yield max |F| values of 3.789 2.512 2.390 4.243 2.715 eV Å⁻¹, respectively.